C53H43N6O8S6Ta | the ωB97M-V functional and the def2-TZVPD basis

Each line ends with the Löwdin charge.
Element x y z (Å)
C1 0.2809 -2.1903 2.6962  -0.360
C2 2.0467 -5.6258 1.0945  -0.018
H1 3.1663 0.4111 -2.3368  0.116
H2 2.8189 2.9778 1.0975  0.092
H3 4.1880 -2.4166 1.5078  0.123
C3 4.7264 -0.2632 5.6781  -0.015
H4 -1.0264 -1.0496 7.9609  0.126
C4 0.3994 2.8351 -6.1460  -0.046
C5 -3.3886 1.6842 5.4261  -0.018
N1 0.4106 -2.1642 -1.4076  0.140
H5 0.5791 4.9069 -5.5645  0.111
H6 0.3362 6.8332 2.1117  0.094
H7 4.7086 -1.2271 7.5728  0.116
C6 3.6484 2.4842 -2.6429  -0.009
C7 -4.7411 1.4160 5.7102  -0.300
C8 0.1888 3.4841 1.0395  -0.903
H8 0.1709 0.7147 -6.4266  0.129
H9 3.8094 -6.4961 0.2901  0.118
H10 1.9111 -2.7498 4.7265  0.123
C9 -0.5000 -3.3534 2.5329  -0.073
C10 4.1046 0.7818 2.1711  -0.045
N2 -5.1231 1.0469 6.9702  0.130
H11 1.8617 -0.0119 9.0441  0.091
H12 -6.1007 1.0436 7.2014  0.107
C11 4.1692 -0.1999 4.3758  -0.149
O1 0.7416 -3.1844 -1.1736  0.226
H13 5.1661 -4.4361 0.5585  0.118
C12 0.4264 3.8894 -5.2293  -0.068
H14 -2.6514 1.6278 6.2198  0.112
H15 0.2043 0.3492 9.5177  0.086
H16 1.2600 1.6367 8.9174  0.089
S1 -3.4324 2.5844 1.5328  0.628
H17 -6.0234 1.9518 2.6087  0.117
H18 -5.3247 -2.2067 -1.1295  0.085
C13 4.1282 -4.4351 0.8665  -0.032
O2 -0.0684 0.3745 2.2801  -0.684
C14 -4.5717 -1.5467 -0.7247  -0.333
H19 5.5246 1.3205 3.6545  0.129
C15 4.6690 0.7021 3.4088  0.012
C16 0.2481 3.6183 -3.8957  -0.022
C17 0.0860 -4.4798 2.0403  0.001
H20 0.5368 3.0338 -7.2018  0.117
C18 0.8428 0.6070 5.0043  -0.085
C19 2.6924 -2.0436 4.9760  -0.006
C20 -3.9449 2.1137 3.1311  -0.304
H21 -2.6917 -2.4471 -1.3207  0.120
C21 0.9834 0.5893 8.7954  -0.025
C22 4.1559 4.9355 -2.9122  -0.026
S2 0.3539 5.1054 0.4861  1.047
O3 -0.4313 0.8731 -1.5504  -0.227
C23 -3.0005 2.0295 4.1531  -0.071
C24 4.2726 -1.1764 6.5827  -0.050
H22 2.9044 -2.8138 6.9410  0.118
C25 3.1236 -1.0861 4.0153  -0.113
H23 3.8790 2.3429 -3.6936  0.130
H24 -6.7263 1.3148 4.8751  0.123
O4 -0.1800 -0.0491 -4.0570  0.076
C26 3.0553 2.8258 0.0504  -0.118
C27 -0.1007 2.1094 -2.0040  -0.340
C28 3.4701 3.8969 -0.7210  -0.031
C29 3.7598 3.7506 -2.0787  -0.244
N3 -2.5718 -0.6121 -0.2107  -0.134
S3 0.3612 3.2362 2.7506  0.992
H25 -1.9581 2.2512 3.9484  0.075
C30 -5.6785 1.5049 4.6716  -0.006
H26 -0.3074 -0.1265 -3.1051  0.056
H27 3.5680 4.8761 -0.2636  0.118
H28 -1.7189 -1.5526 5.6476  0.125
C31 -3.3889 0.2641 0.3372  -0.720
H29 3.2744 5.3840 -3.3779  0.087
O5 -4.6031 2.7464 0.7240  -0.292
S4 2.2164 0.1453 0.2236  0.974
C32 2.9496 1.5719 -0.5416  -0.368
C33 0.1951 1.5400 -5.7254  0.005
H30 1.4491 -6.5236 0.9855  0.123
H31 5.5275 0.4208 5.9334  0.123
C34 2.5305 -0.9885 2.7161  -0.147
C35 0.0351 2.3047 -3.4397  -0.087
H32 -0.4887 -5.3920 1.9261  0.129
C36 0.5429 0.3006 7.3885  -0.245
H33 -1.5559 -3.3397 2.7807  0.116
C37 1.6139 -2.1202 2.3576  -0.140
C38 0.7212 5.8148 2.1114  -0.465
N4 -2.6351 1.2331 0.9493  -0.233
C39 3.2487 1.3932 -1.8870  -0.052
H34 0.4398 5.1450 4.1570  0.094
C40 0.0355 4.9671 3.1615  -0.457
H35 1.3674 1.0552 4.1702  0.075
N5 0.1122 3.0175 -1.1318  0.063
H36 4.6370 5.7051 -2.3089  0.085
C41 1.1935 0.9040 6.3084  -0.010
C42 3.2469 -2.0797 6.2213  -0.045
C43 -3.2337 -1.6601 -0.8206  -0.179
C44 -0.1991 -0.2855 4.7884  -0.385
C45 -0.5014 -0.5871 7.1326  -0.019
H37 4.5244 1.4558 1.4412  0.107
N6 -0.0100 2.5169 0.1718  -0.202
C46 0.0069 1.2565 -4.3731  -0.242
H38 0.2642 4.4187 -3.1668  0.116
C47 1.4448 -4.4683 1.6466  -0.152
H39 1.8005 5.8440 2.2589  0.084
H40 4.8381 4.6470 -3.7118  0.089
C48 3.5812 -3.3056 1.3992  0.004
O6 2.5288 -1.0146 -0.6386  -0.434
C49 2.9941 -0.0286 1.8366  -0.262
S5 -0.6682 -0.7838 3.1651  1.143
H41 -1.0432 5.1151 3.1637  0.082
O7 -2.4538 3.6232 1.6342  -0.306
C50 3.3548 -5.6082 0.7111  -0.039
C51 -0.8882 -0.8796 5.8345  -0.068
H42 -4.5018 1.2254 7.7380  0.102
H43 2.0035 1.6006 6.4979  0.130
Ta1 -0.6983 0.3997 0.3095  1.835
S6 -5.0334 -0.1010 0.1277  1.164
O8 -0.1447 -1.3874 0.0040  -0.491
C52 -5.2852 1.8561 3.3962  -0.049
C53 2.2178 -3.2843 1.7987  -0.098

Summary:
- Gap between HOMO and LUMO: 6.89 eV
- Charge: +2
- E: -147531.0762 eV
- Energy relative to the best compared isomer or geometry (same formula, charge and spin): 0.0000 eV
- Molar mass: 1265.311 g mol⁻¹